CH3O2PS | wB97M-V/def2-TZVPD

Values from the calculation:
- LUMO energy: 0.524 eV
- SMILES string: [PH3]=S.O=C=O
- Gap between HOMO and LUMO: 9.489 eV
- Strongest force on any atom: 2.189 eV/A
- Energy above the lowest of the compared OMol25 structures with the same formula, charge and spin: 0.193 eV
- E: -929.92626 Eh

Geometry as XYZ:
```
8
Properties=species:S:1:pos:R:3:lowdin_charge:R:1
P 0.272 0.836 -0.493 0.218
S -0.253 2.008 0.926 0.038
H 0.415 -0.355 0.159 -0.089
H -0.701 0.781 -1.625 -0.028
H 1.389 1.084 -1.282 -0.080
O -1.932 -0.870 2.156 0.189
C -2.885 -0.293 2.394 -0.451
O -3.869 0.250 2.674 0.202
```


C11H26NO2S2 | wB97M-V/def2-TZVPD

Values from the calculation:
- LUMO energy: -3.433 eV
- Gap between HOMO and LUMO: 9.529 eV
- Strongest force on any atom: 1.092 eV/A
- Total charge: +1
- E: -1436.03508 Eh

Geometry as XYZ:
```
42
Properties=species:S:1:pos:R:3:lowdin_charge:R:1
C -1.614 2.527 3.261 -0.104
C -2.022 2.573 1.773 -0.232
C -1.909 1.244 0.971 -0.204
C -0.974 0.195 1.560 -0.206
C 0.485 0.679 1.684 -0.215
C 1.526 -0.192 0.955 -0.217
C 2.836 0.589 0.730 -0.355
S 3.682 1.085 2.266 1.121
N 2.985 2.467 2.898 -0.220
H -1.783 1.560 3.728 0.068
H -2.224 3.244 3.812 0.074
H -0.581 2.859 3.394 0.051
H -1.454 3.351 1.263 0.097
H -3.061 2.897 1.737 0.100
H -2.900 0.797 0.886 0.114
H -1.590 1.490 -0.042 0.098
H -1.351 -0.149 2.522 0.105
H -0.985 -0.681 0.910 0.091
H 0.735 0.640 2.754 0.095
H 0.570 1.731 1.398 0.107
H 1.199 -0.573 -0.010 0.086
H 1.766 -1.022 1.626 0.115
H 3.560 0.044 0.125 0.100
H 2.627 1.535 0.224 0.105
H 3.231 0.130 3.111 0.041
H 2.998 3.213 2.210 0.079
H 2.044 2.308 3.246 0.046
C -0.895 -3.536 -3.075 -0.213
C -0.861 -2.810 -4.426 -0.204
C -0.879 -1.303 -4.139 -0.211
S -0.112 -1.099 -2.532 0.660
O -1.092 -0.594 -1.600 -0.320
O 1.168 -0.439 -2.664 -0.335
C 0.144 -2.838 -2.202 -0.231
H -0.677 -4.597 -3.179 0.120
H -1.885 -3.440 -2.623 0.122
H 0.054 -3.073 -4.960 0.120
H -1.701 -3.094 -5.058 0.119
H -0.314 -0.728 -4.868 0.107
H -1.893 -0.913 -4.065 0.109
H 0.022 -3.024 -1.136 0.105
H 1.159 -3.085 -2.515 0.110
```


C28H28InN2Si | wB97M-V/def2-TZVPD

Values from the calculation:
- LUMO energy (alpha / beta): -5.442 / -5.444 eV
- Gap between HOMO and LUMO (alpha / beta): 3.373 / 3.369 eV
- Strongest force on any atom: 3.131 eV/A
- Total charge: +1
- Energy above the lowest of the compared OMol25 structures with the same formula, charge and spin: 6.441 eV
- E: -1672.42113 Eh

Geometry as XYZ:
```
60
Properties=species:S:1:pos:R:3:lowdin_charge:R:1
C 0.880 1.745 1.189 -0.168
C -0.128 2.056 0.220 -0.163
C -1.390 2.001 0.879 -0.150
H 0.044 2.311 -0.828 0.074
C -1.165 1.654 2.235 -0.173
C 0.227 1.496 2.425 -0.172
H 0.719 1.275 3.361 0.085
H 1.957 1.732 1.004 0.084
H -2.350 2.224 0.415 0.080
H -1.916 1.579 3.006 0.082
In -0.586 -1.736 0.838 0.933
C -0.889 -2.081 -2.462 -0.240
H -1.503 -2.015 -1.554 -0.080
H -0.482 -3.087 -2.591 0.052
H -1.388 -1.970 -3.455 0.066
Si 0.081 -0.461 -2.735 0.549
C 1.822 -0.447 -3.413 -0.304
C 2.502 0.713 -3.046 -0.094
H 1.947 1.588 -2.691 0.111
C 3.900 0.712 -3.052 -0.058
H 4.406 1.622 -2.737 0.113
C 4.621 -0.428 -3.398 -0.055
H 5.714 -0.408 -3.342 0.118
C 3.919 -1.572 -3.779 -0.071
H 4.495 -2.446 -4.061 0.111
C 2.532 -1.609 -3.760 -0.095
H 2.023 -2.548 -3.962 0.111
C -1.289 0.795 -3.362 -0.258
C -0.967 1.729 -4.347 -0.097
H -0.137 1.523 -5.027 0.106
C -1.676 2.942 -4.413 -0.071
H -1.353 3.700 -5.102 0.101
C -2.763 3.216 -3.584 -0.067
H -3.226 4.195 -3.563 0.110
C -3.179 2.202 -2.722 -0.081
H -4.060 2.359 -2.110 0.106
C -2.466 1.003 -2.614 -0.103
H -2.818 0.230 -1.914 0.105
H 0.088 0.296 -1.413 0.012
H 0.926 -1.605 -1.999 0.186
C -3.796 -1.021 3.753 -0.020
C -3.193 -1.257 4.995 -0.018
C -1.821 -1.479 5.089 0.029
C -1.080 -1.584 3.892 -0.190
N -1.723 -1.516 2.688 -0.057
C -3.014 -1.115 2.606 -0.115
C 0.377 -1.583 3.814 -0.206
C 1.249 -1.397 4.898 0.019
C 2.592 -1.130 4.652 -0.016
C 3.035 -0.964 3.336 -0.023
C 2.150 -1.178 2.286 -0.116
N 0.885 -1.582 2.545 -0.040
H -4.853 -0.767 3.652 0.123
H -3.797 -1.244 5.904 0.125
H -1.294 -1.577 6.045 0.122
H -3.398 -0.886 1.617 0.112
H 0.839 -1.464 5.899 0.115
H 3.293 -1.034 5.477 0.124
H 4.056 -0.678 3.090 0.120
H 2.419 -1.029 1.226 0.119
```


C5H3N | wB97M-V/def2-TZVPD

Values from the calculation:
- LUMO energy: -0.041 eV
- Gap between HOMO and LUMO: 9.428 eV
- Strongest force on any atom: 6.160 eV/A
- Energy above the lowest of the compared OMol25 structures with the same formula, charge and spin: 1.624 eV
- E: -246.92236 Eh

Geometry as XYZ:
```
9
Properties=species:S:1:pos:R:3:lowdin_charge:R:1
C -0.221 -0.501 -0.127 0.031
C -0.717 -1.370 0.571 -0.126
C -2.181 -2.673 1.955 0.095
C 0.969 1.668 -0.496 0.025
C 0.453 0.497 -0.891 -0.200
N -1.370 -2.090 1.361 -0.051
H 1.532 2.389 -1.147 0.075
H 1.010 1.917 0.620 0.090
H 0.526 0.161 -1.846 0.061
```


C25H30N4O5 | wB97M-V/def2-TZVPD

Values from the calculation:
- LUMO energy: 0.237 eV
- SMILES string: CCOC(=O)C1=C(CC)Nc2ccccc2N=C1NC(=O)CCN1C(=O)[C@H]2CCCC[C@H]2C1=O
- Gap between HOMO and LUMO: 8.185 eV
- Strongest force on any atom: 0.786 eV/A
- Energy above the lowest of the compared OMol25 structures with the same formula, charge and spin: 1.008 eV
- E: -1565.97522 Eh

Geometry as XYZ:
```
64
Properties=species:S:1:pos:R:3:lowdin_charge:R:1
C -6.390 -1.802 -0.197 -0.056
C -5.877 -0.829 -1.251 -0.213
O -4.498 -0.538 -1.050 -0.037
C -4.194 0.486 -0.209 -0.442
O -5.057 1.182 0.284 0.086
C -2.751 0.645 -0.089 0.001
C -2.183 1.743 0.520 -0.162
C -2.944 2.613 1.477 -0.163
C -2.965 1.959 2.862 -0.063
N -0.887 2.097 0.380 0.137
C -0.041 1.898 -0.721 -0.176
C 0.860 2.904 -1.037 -0.025
C 1.680 2.802 -2.151 -0.100
C 1.601 1.682 -2.960 -0.096
C 0.740 0.652 -2.627 -0.015
C -0.084 0.735 -1.506 -0.209
N -0.756 -0.402 -1.131 0.165
C -1.863 -0.471 -0.512 -0.222
N -2.306 -1.702 -0.071 0.173
C -1.720 -2.950 -0.078 -0.442
O -2.403 -3.915 0.175 0.091
C -0.236 -3.010 -0.330 -0.077
C 0.522 -2.437 0.879 -0.084
N 1.661 -1.637 0.483 0.062
C 1.795 -0.314 0.836 -0.383
O 1.033 0.281 1.556 0.104
C 3.050 0.219 0.179 -0.168
C 3.955 0.976 1.156 -0.140
C 5.337 1.124 0.527 -0.183
C 6.008 -0.244 0.314 -0.180
C 4.997 -1.393 0.336 -0.142
C 3.724 -1.014 -0.428 -0.160
C 2.701 -2.123 -0.283 -0.385
O 2.773 -3.247 -0.703 0.128
H -6.339 -1.344 0.788 0.078
H -7.424 -2.058 -0.410 0.077
H -5.794 -2.712 -0.200 0.077
H -5.934 -1.267 -2.250 0.126
H -6.448 0.105 -1.219 0.120
H -3.969 2.731 1.127 0.105
H -2.474 3.597 1.541 0.116
H -3.527 1.030 2.824 0.078
H -3.443 2.622 3.578 0.076
H -1.955 1.742 3.202 0.078
H -0.582 2.854 0.978 0.148
H 0.918 3.780 -0.406 0.116
H 2.372 3.597 -2.381 0.103
H 2.226 1.598 -3.836 0.103
H 0.695 -0.246 -3.225 0.117
H -3.288 -1.739 0.179 0.140
H -0.011 -2.412 -1.212 0.107
H 0.053 -4.046 -0.504 0.122
H -0.116 -1.769 1.465 0.125
H 0.867 -3.252 1.521 0.141
H 2.739 0.911 -0.609 0.127
H 3.522 1.954 1.364 0.119
H 4.027 0.441 2.104 0.126
H 5.965 1.753 1.159 0.108
H 5.221 1.633 -0.432 0.112
H 6.535 -0.243 -0.640 0.109
H 6.748 -0.424 1.095 0.109
H 4.732 -1.637 1.366 0.127
H 5.433 -2.287 -0.110 0.123
H 3.970 -0.878 -1.484 0.164
```


C8H13ClO3V | wB97M-V/def2-TZVPD

Values from the calculation:
- LUMO energy (alpha / beta): -11.068 / -10.790 eV
- Multiplicity: 2
- Gap between HOMO and LUMO (alpha / beta): 5.134 / 5.412 eV
- Strongest force on any atom: 1.008 eV/A
- ⟨S²⟩: 0.75
- Total charge: +2
- E: -1941.73245 Eh

Geometry as XYZ:
```
26
Properties=species:S:1:pos:R:3:lowdin_charge:R:1
C -0.243 0.197 2.609 -0.076
C -1.274 0.881 1.714 -0.415
C -2.668 0.306 1.975 -0.072
C -0.958 0.740 0.215 -0.164
C 0.527 0.829 -0.161 -0.136
C 0.815 0.169 -1.467 -0.195
O 0.864 -1.374 -1.394 0.186
C 1.498 -1.695 -2.451 -0.515
O 1.542 -2.922 -2.876 -0.057
O 2.149 -0.799 -3.099 0.142
C 2.144 0.388 -2.172 -0.502
Cl 3.522 0.206 -1.121 0.847
H 0.079 -0.758 2.184 0.082
H 0.642 0.808 2.782 0.083
H -0.670 -0.007 3.588 0.089
H -1.308 1.944 1.955 0.140
H -3.128 0.757 2.850 0.089
H -2.605 -0.770 2.151 0.084
H -3.336 0.445 1.124 0.079
H -1.394 -0.192 -0.157 0.118
H -1.469 1.545 -0.318 0.130
H 1.163 0.389 0.606 0.107
H 0.824 1.872 -0.311 0.156
H 0.022 0.335 -2.200 0.180
H 2.253 1.307 -2.732 0.148
V 1.010 -4.601 -3.293 1.471
```


Question: E of number 3 (C28H28InN2Si)?
Answer: -1672.42113 Eh